Record 1
# C11H17NO2

An isolated molecule of C11H17NO2 (ωB97M-V/def2-TZVPD, the OMol25 dataset).

Structure (ORCA input):
```
! RIJCOSX wB97M-V def2-TZVPD def2/J DEFGRID3
* xyz 0 1
C -2.489 -1.356 1.434
N -3.184 -0.763 0.179
C -3.218 0.783 0.248
C -2.258 1.399 -0.810
C -0.966 0.706 -0.939
C -0.836 -0.474 -1.675
C 0.504 -1.150 -1.662
C 1.519 -0.650 -0.795
O 2.716 -1.345 -0.778
C 3.153 -1.633 0.600
C 1.393 0.669 -0.209
O 2.372 1.128 0.693
C 3.581 1.694 0.281
C 0.152 1.281 -0.261
H -1.368 -1.101 1.444
H -2.877 -1.120 2.487
H -2.696 -2.473 1.222
H -4.120 -1.159 0.252
H -4.158 1.256 0.103
H -2.748 1.024 1.186
H -2.154 2.478 -0.543
H -2.848 1.403 -1.797
H -1.640 -1.035 -2.121
H 0.555 -2.058 -2.290
H 2.400 -2.212 1.222
H 3.932 -2.459 0.366
H 3.480 -0.799 1.281
H 3.442 2.740 -0.263
H 4.116 1.011 -0.383
H 4.258 1.972 1.166
H -0.012 2.243 0.364
*
```

Calculated values
E ... -17264.4585 eV
ΔE to the lowest compared entry with this formula, charge and spin ... 3.834 eV
LUMO energy ... 0.86 eV
Highest occupied orbital energy ... -0.307 Eh

These are the Löwdin partial charges, in e, on atoms 1 to 6:
1. C -0.132
2. N -0.109
3. C -0.190
4. C -0.188
5. C -0.280
6. C -0.013

---

Record 2
# C11H18

A cluster of 2 separate species, C11H18 in total (ωB97M-V/def2-TZVPD, the OMol25 dataset).

Structure (ORCA input):
```
! RIJCOSX wB97M-V def2-TZVPD def2/J DEFGRID3
* xyz 0 1
C 2.271 -0.540 2.185
C 0.814 -0.217 2.083
C 0.250 -0.603 0.910
C -1.252 -0.813 0.878
C -2.080 -0.254 1.838
C -1.345 0.373 2.939
C 0.043 0.380 3.068
H 2.849 -0.461 1.325
H 2.324 -1.461 2.590
H 2.934 0.131 2.895
H 0.873 -0.740 0.117
H -1.744 -1.405 0.041
H -3.098 -0.336 1.847
H -1.897 0.944 3.705
H 0.480 0.792 3.917
C -0.803 0.866 -3.949
C 0.102 0.618 -2.731
C -0.200 -0.844 -2.162
C 1.581 0.885 -2.873
H -1.663 1.507 -3.751
H -1.441 -0.146 -4.187
H -0.368 1.310 -4.732
H -0.298 1.340 -2.014
H -0.880 -0.774 -1.297
H -0.746 -1.547 -2.782
H 0.657 -1.258 -1.891
H 1.606 1.643 -3.743
H 1.948 1.443 -2.064
H 2.174 -0.081 -3.090
*
```

Calculated values
E ... -11695.9027 eV
ΔE to the lowest compared entry with this formula, charge and spin ... 3.377 eV
LUMO energy ... 0.95 eV
Highest occupied orbital energy ... -0.326 Eh

These are the Löwdin partial charges, in e, on atoms 1 to 6:
1. C -0.043
2. C -0.298
3. C -0.017
4. C -0.053
5. C -0.068
6. C -0.066

---

Record 3
# C11H18AgN4O4Se

A structure of composition C11H18AgN4O4Se (ωB97M-V/def2-TZVPD, the OMol25 dataset).

Structure (ORCA input):
```
! RIJCOSX wB97M-V def2-TZVPD def2/J DEFGRID3
* xyz -1 1
Ag 0.848 0.162 0.039
C -1.923 -0.664 -1.802
C -0.814 -1.563 -2.338
N 0.125 -1.978 -1.314
C -0.345 -2.943 -0.326
C -0.388 -2.409 1.097
C 0.017 -3.179 2.177
C 0.011 -2.594 3.434
C -0.368 -1.272 3.576
C -0.756 -0.567 2.441
C -1.085 0.920 2.502
N -0.631 1.679 1.366
C -1.592 2.295 0.499
C -2.325 1.297 -0.394
N -1.445 0.603 -1.311
N -0.796 -1.154 1.247
H -2.407 -1.174 -0.964
H -2.697 -0.577 -2.586
H -0.245 -1.026 -3.101
H -1.295 -2.419 -2.839
H 1.022 -2.230 -1.696
H 0.286 -3.836 -0.333
H -1.353 -3.285 -0.598
H 0.379 -4.189 2.033
H 0.361 -3.152 4.294
H -0.305 -0.771 4.532
H -0.649 1.309 3.427
H -2.175 1.019 2.606
H 0.266 2.164 1.515
H -1.054 3.016 -0.123
H -2.362 2.867 1.048
H -3.158 1.819 -0.896
H -2.787 0.537 0.244
H -1.091 1.203 -2.043
O 2.684 1.453 -0.671
Se 3.148 1.473 0.941
O 4.686 1.990 1.110
O 2.922 -0.098 1.454
O 2.064 2.438 1.757
*
```

Calculated values
E ... -95193.8543 eV
ΔE to the lowest compared entry with this formula, charge and spin ... 0.076 eV
LUMO energy ... 2.68 eV
Highest occupied orbital energy ... -0.153 Eh

These are the Löwdin partial charges, in e, on atoms 1 to 6:
1. Ag 0.739
2. C -0.250
3. C -0.229
4. N -0.091
5. C -0.157
6. C -0.267

---

Record 4
# C11H18IN4

A cluster of 3 separate species, C11H18IN4 in total (ωB97M-V/def2-TZVPD, the OMol25 dataset).

Structure (ORCA input):
```
! RIJCOSX wB97M-V def2-TZVPD def2/J DEFGRID3
* xyz 1 1
I 6.097 -0.226 -0.796
C 4.520 1.125 -0.764
N 3.242 0.813 -0.891
C 2.512 1.993 -0.784
C 3.383 2.999 -0.612
N 4.657 2.431 -0.606
H 2.849 -0.117 -1.002
H 1.441 2.033 -0.826
H 3.206 4.049 -0.489
H 5.516 2.938 -0.470
C -1.103 0.410 -3.877
C -1.977 -0.195 -2.783
C -1.271 -0.280 -1.426
C -0.128 -1.193 -1.455
N 0.767 -1.915 -1.475
H -0.225 -0.208 -4.074
H -1.662 0.495 -4.808
H -0.764 1.411 -3.598
H -2.309 -1.188 -3.091
H -2.872 0.417 -2.662
H -1.970 -0.624 -0.675
H -0.937 0.709 -1.112
C -0.599 -1.788 3.432
C -1.965 -1.397 3.984
C -3.052 -1.342 2.906
C -2.800 -0.292 1.921
N -2.598 0.531 1.145
H -0.231 -1.047 2.718
H 0.130 -1.861 4.239
H -0.640 -2.755 2.928
H -1.893 -0.432 4.488
H -2.268 -2.126 4.736
H -4.022 -1.154 3.369
H -3.126 -2.303 2.394
*
```

Calculated values
E ... -25753.5298 eV
ΔE to the lowest compared entry with this formula, charge and spin ... 0.000 eV
LUMO energy ... -3.52 eV
Highest occupied orbital energy ... -0.501 Eh

These are the Löwdin partial charges, in e, on atoms 1 to 6:
1. I 1.030
2. C -0.800
3. N 0.103
4. C -0.025
5. C -0.020
6. N 0.087

---

Record 5
# C11H18N2

A cluster of 2 separate species, C11H18N2 in total (ωB97M-V/def2-TZVPD, the OMol25 dataset).

Structure (ORCA input):
```
! RIJCOSX wB97M-V def2-TZVPD def2/J DEFGRID3
* xyz 2 1
C -1.491 3.387 -1.405
C -0.545 3.374 -2.393
C -2.126 2.288 -0.965
C -0.287 2.214 -3.080
C -1.775 1.097 -1.620
C -0.124 -0.665 1.848
C -0.729 -0.047 -3.560
C -1.501 -1.096 -3.474
C 2.632 -1.161 3.778
C 0.479 -2.838 2.497
C 2.136 -1.045 2.311
N -0.942 1.042 -2.687
N 0.755 -1.487 2.184
H -1.608 4.231 -0.823
H -0.142 4.351 -2.764
H -3.002 2.242 -0.264
H 0.410 2.224 -3.879
H 0.120 0.302 1.547
H -1.159 -0.750 1.625
H 0.185 -0.071 -4.162
H -2.411 -1.108 -2.929
H -2.364 0.203 -1.579
H -1.209 -1.997 -3.915
H 2.727 -2.182 4.080
H 3.563 -0.655 3.761
H 2.011 -0.607 4.357
H -0.506 -3.185 2.092
H 1.288 -3.522 2.096
H 0.463 -2.915 3.627
H 2.819 -1.683 1.708
H 2.333 0.059 1.991
*
```

Calculated values
E ... -14660.7665 eV
ΔE to the lowest compared entry with this formula, charge and spin ... 0.000 eV
LUMO energy ... -7.49 eV
Highest occupied orbital energy ... -0.615 Eh

These are the Löwdin partial charges, in e, on atoms 1 to 6:
1. C -0.034
2. C 0.011
3. C 0.006
4. C 0.050
5. C 0.010
6. C 0.172

---

Record 6
# C11H18N4O3

An isolated molecule of C11H18N4O3 (ωB97M-V/def2-TZVPD, the OMol25 dataset).

Structure (ORCA input):
```
! RIJCOSX wB97M-V def2-TZVPD def2/J DEFGRID3
* xyz 0 1
C 4.223 -1.322 -1.451
C 3.509 0.131 -1.127
C 4.508 1.060 -0.545
C 2.180 -0.170 -0.417
N 1.394 1.108 -0.355
C 0.171 1.480 0.202
O 0.051 2.502 0.781
C -0.970 0.465 0.090
N -0.645 -0.888 0.557
C -2.331 1.081 0.665
C -3.480 0.300 0.059
C -4.079 0.489 -1.192
N -5.055 -0.487 -1.178
C -4.943 -1.170 -0.026
N -3.912 -0.875 0.686
C 2.281 -1.061 0.803
O 2.192 -2.219 0.842
O 2.230 -0.212 1.889
H 3.614 -2.207 -1.584
H 4.615 -1.144 -2.493
H 5.032 -1.538 -0.815
H 3.273 0.579 -2.076
H 4.454 2.149 -0.627
H 4.779 0.808 0.519
H 5.473 0.887 -1.053
H 1.628 -0.641 -1.154
H 2.196 1.858 -0.225
H -1.169 0.386 -1.037
H -1.275 -1.640 0.209
H 0.387 -0.962 0.634
H -2.484 0.917 1.759
H -2.258 2.159 0.508
H -4.181 1.238 -1.940
H -5.876 -0.460 -1.766
H -5.494 -2.148 -0.032
H 2.610 -0.512 2.743
*
```

Calculated values
E ... -23799.9411 eV
ΔE to the lowest compared entry with this formula, charge and spin ... 3.553 eV
LUMO energy ... 0.67 eV
Highest occupied orbital energy ... -0.309 Eh

These are the Löwdin partial charges, in e, on atoms 1 to 6:
1. C -0.025
2. C -0.333
3. C -0.098
4. C -0.231
5. N 0.111
6. C -0.469

---

Record 7
# C11H18N4O5S

A cluster of 2 separate species, C11H18N4O5S in total (ωB97M-V/def2-TZVPD, the OMol25 dataset).

Structure (ORCA input):
```
! RIJCOSX wB97M-V def2-TZVPD def2/J DEFGRID3
* xyz 0 1
N -2.017 6.856 1.451
C -1.910 5.737 0.862
N -1.908 5.669 -0.536
N -1.771 4.461 1.491
C -3.045 3.874 1.962
C -3.355 2.531 1.324
C -2.487 1.365 1.822
C -1.088 1.395 1.231
O -0.514 0.074 1.331
S 1.061 0.066 0.890
O 1.719 -0.727 1.887
O 0.923 -0.996 -0.343
H -2.015 6.718 2.456
H -2.651 6.236 -0.923
H -2.043 4.710 -0.825
H -1.092 4.517 2.235
H -3.844 4.578 1.729
H -3.005 3.752 3.045
H -3.239 2.616 0.240
H -4.402 2.278 1.494
H -2.966 0.420 1.571
H -2.421 1.453 2.908
H -0.471 2.100 1.789
H -1.125 1.763 0.204
H 0.460 -0.559 -1.067
C 3.383 -3.198 -1.875
C 2.383 -3.795 -1.121
C 2.161 -5.159 -1.222
C 2.950 -5.900 -2.082
C 3.947 -5.323 -2.846
C 4.161 -3.959 -2.738
N 2.727 -7.352 -2.183
O 1.832 -7.832 -1.521
O 3.451 -7.982 -2.925
H 3.557 -2.133 -1.787
H 1.783 -3.201 -0.451
H 1.387 -5.637 -0.640
H 4.546 -5.926 -3.511
H 4.938 -3.491 -3.326
*
```

Calculated values
E ... -38728.4665 eV
ΔE to the lowest compared entry with this formula, charge and spin ... 4.401 eV
LUMO energy ... -0.23 eV
Highest occupied orbital energy ... -0.355 Eh

These are the Löwdin partial charges, in e, on atoms 1 to 6:
1. N 0.127
2. C -0.569
3. N 0.119
4. N 0.002
5. C -0.203
6. C -0.199

---

Record 8
# C11H18N4O6

An isolated molecule of C11H18N4O6 (ωB97M-V/def2-TZVPD, the OMol25 dataset).

Structure (ORCA input):
```
! RIJCOSX wB97M-V def2-TZVPD def2/J DEFGRID3
* xyz 0 1
C -2.429 4.338 -0.108
N -1.583 3.139 -0.037
C -1.197 2.544 1.140
O -1.548 3.043 2.213
C -0.327 1.273 1.092
C -0.446 0.461 2.426
C 0.410 -0.807 2.578
O 1.241 -1.205 1.785
O 0.180 -1.467 3.743
N -0.568 0.383 -0.039
C 0.028 0.532 -1.213
O 0.686 1.520 -1.544
C -0.238 -0.577 -2.269
C 0.456 -1.897 -1.885
C 0.214 -3.045 -2.831
N 0.120 -4.258 -2.306
O -0.016 -2.885 -3.996
N -1.646 -0.794 -2.604
C -2.680 -1.168 -1.824
C -3.965 -1.481 -2.587
O -2.656 -1.229 -0.603
H -3.426 4.137 0.322
H -2.568 4.639 -1.181
H -2.003 5.160 0.480
H -1.259 2.727 -0.888
H 0.731 1.550 1.006
H -0.149 1.114 3.236
H -1.471 0.155 2.585
H -0.587 -1.164 4.220
H -1.172 -0.424 0.043
H 0.191 -0.202 -3.188
H 1.507 -1.672 -1.758
H 0.111 -2.221 -0.883
H -0.103 -5.024 -2.939
H 0.317 -4.403 -1.353
H -1.770 -0.897 -3.601
H -3.624 -2.265 -3.264
H -4.385 -0.620 -3.127
H -4.673 -1.960 -1.919
*
```

Calculated values
E ... -29946.8729 eV
ΔE to the lowest compared entry with this formula, charge and spin ... 0.000 eV
LUMO energy ... 0.46 eV
Highest occupied orbital energy ... -0.349 Eh

These are the Löwdin partial charges, in e, on atoms 1 to 6:
1. C -0.067
2. N 0.026
3. C -0.406
4. O 0.041
5. C -0.161
6. C -0.034

---

Record 9
# C11H18NOS

A cluster of 2 separate species, C11H18NOS in total (ωB97M-V/def2-TZVPD, the OMol25 dataset).

Structure (ORCA input):
```
! RIJCOSX wB97M-V def2-TZVPD def2/J DEFGRID3
* xyz 1 1
C -0.699 1.298 -2.399
N 0.036 1.184 -1.108
C 1.472 1.238 -1.153
C 2.200 0.032 -1.219
C 3.620 0.088 -1.285
C 4.332 1.281 -1.308
C 3.584 2.463 -1.283
C 2.169 2.478 -1.233
C -0.650 0.677 -0.016
H 0.017 1.315 -3.220
H -1.352 0.390 -2.529
H -1.354 2.200 -2.459
H 1.670 -0.942 -1.192
H 4.166 -0.866 -1.292
H 5.403 1.299 -1.322
H 4.109 3.426 -1.286
H 1.604 3.432 -1.206
H -0.136 0.800 0.964
H -1.740 0.916 0.011
C -2.528 -0.400 2.657
S -1.610 -1.916 2.024
C -3.020 -3.090 1.942
C -0.934 -1.319 0.623
O -0.667 -2.453 3.077
H -3.266 -0.133 1.821
H -3.128 -0.534 3.601
H -1.833 0.458 2.831
H -3.729 -2.743 1.138
H -2.741 -4.139 1.744
H -3.663 -3.157 2.896
H -1.473 -1.625 -0.311
H 0.140 -1.659 0.493
*
```

Calculated values
E ... -26060.8397 eV
ΔE to the lowest compared entry with this formula, charge and spin ... 0.747 eV
LUMO energy ... -3.67 eV
Highest occupied orbital energy ... -0.450 Eh

These are the Löwdin partial charges, in e, on atoms 1 to 6:
1. C -0.013
2. N -0.140
3. C -0.249
4. C -0.011
5. C -0.066
6. C -0.068

---

Record 10
# C11H18O

A cluster of 2 separate species, C11H18O in total (ωB97M-V/def2-TZVPD, the OMol25 dataset).

Structure (ORCA input):
```
! RIJCOSX wB97M-V def2-TZVPD def2/J DEFGRID3
* xyz 0 1
C -2.125 -1.692 2.238
C -2.286 -0.777 0.958
C -1.470 0.444 0.803
C -0.789 1.042 1.895
C -0.024 2.216 1.547
C 0.113 2.660 0.262
O 0.814 3.740 -0.112
C -0.497 2.011 -0.781
C -1.211 0.898 -0.511
H -2.209 -2.819 1.997
H -2.611 -1.312 3.308
H -1.114 -1.519 2.751
H -2.085 -1.493 0.096
H -3.275 -0.365 1.085
H -0.677 0.851 2.953
H 0.419 2.809 2.393
H 1.334 4.181 0.545
H -0.622 2.356 -1.801
H -1.738 0.292 -1.187
C 2.523 -2.063 -0.812
C 1.401 -1.105 -1.402
C 1.602 -0.404 -2.715
H 2.062 -3.005 -1.442
H 3.543 -1.983 -1.210
H 2.590 -2.315 0.240
H 1.077 -0.319 -0.735
H 0.399 -1.717 -1.250
H 2.327 0.368 -2.468
H 0.654 0.014 -3.191
H 1.876 -0.994 -3.454
*
```

Calculated values
E ... -13743.2489 eV
ΔE to the lowest compared entry with this formula, charge and spin ... 3.417 eV
LUMO energy ... 0.81 eV
Highest occupied orbital energy ... -0.305 Eh

These are the Löwdin partial charges, in e, on atoms 1 to 6:
1. C -0.130
2. C -0.228
3. C -0.254
4. C -0.004
5. C -0.023
6. C -0.368

---

Record 11
# C11H18O

A cluster of 2 separate species, C11H18O in total (ωB97M-V/def2-TZVPD, the OMol25 dataset).

Structure (ORCA input):
```
! RIJCOSX wB97M-V def2-TZVPD def2/J DEFGRID3
* xyz 0 1
C 1.551 -2.053 0.855
C 0.577 -0.973 0.375
C -0.781 -0.988 1.044
C -1.804 -1.793 0.539
C -3.063 -1.769 1.122
C -3.311 -0.945 2.211
O -4.541 -0.879 2.813
C -2.321 -0.121 2.713
C -1.068 -0.154 2.111
H 1.202 -3.032 0.520
H 1.639 -2.090 1.940
H 2.530 -1.853 0.418
H 1.001 0.015 0.581
H 0.462 -1.060 -0.704
H -1.638 -2.427 -0.323
H -3.849 -2.424 0.760
H -5.143 -1.493 2.399
H -2.517 0.567 3.523
H -0.286 0.490 2.500
C 1.416 2.115 -3.503
C 1.531 1.739 -2.023
C 2.766 2.340 -1.339
H 2.362 1.897 -4.004
H 0.654 1.524 -4.006
H 1.203 3.180 -3.576
H 0.626 2.052 -1.499
H 1.623 0.654 -1.932
H 2.685 3.429 -1.312
H 2.830 1.989 -0.312
H 3.665 2.061 -1.888
*
```

Calculated values
E ... -13746.5509 eV
ΔE to the lowest compared entry with this formula, charge and spin ... 0.115 eV
LUMO energy ... 0.86 eV
Highest occupied orbital energy ... -0.309 Eh

These are the Löwdin partial charges, in e, on atoms 1 to 6:
1. C -0.091
2. C -0.227
3. C -0.248
4. C -0.036
5. C -0.027
6. C -0.327

---

Record 12
# C11H18O4Si

An isolated molecule of C11H18O4Si (ωB97M-V/def2-TZVPD, the OMol25 dataset).

Structure (ORCA input):
```
! RIJCOSX wB97M-V def2-TZVPD def2/J DEFGRID3
* xyz 0 1
C -2.072 0.237 -1.783
Si -1.959 -1.196 -0.695
C -0.241 -1.876 -0.389
C -3.079 -2.653 -1.268
C -2.835 -0.586 0.847
C -1.833 0.043 1.818
O -1.397 1.356 1.420
C 0.001 1.308 1.193
O 0.699 0.322 1.336
C 0.551 2.527 0.670
C 1.860 2.688 0.428
C 2.757 1.657 0.341
C 4.050 1.704 -0.126
C 4.818 0.510 -0.224
O 5.916 0.628 -0.798
O 4.531 -0.705 0.377
H -3.127 0.531 -1.724
H -1.890 -0.050 -2.824
H -1.336 0.991 -1.342
H -0.289 -2.677 0.371
H 0.272 -2.383 -1.251
H 0.347 -1.057 -0.016
H -4.111 -2.160 -1.259
H -2.834 -2.762 -2.295
H -2.755 -3.476 -0.611
H -3.693 0.023 0.569
H -3.350 -1.523 1.178
H -0.981 -0.549 2.211
H -2.307 0.129 2.806
H -0.052 3.351 0.576
H 2.219 3.635 -0.017
H 2.411 0.653 0.565
H 4.395 2.642 -0.394
H 5.311 -1.280 0.306
*
```

Calculated values
E ... -27764.8945 eV
ΔE to the lowest compared entry with this formula, charge and spin ... 3.951 eV
LUMO energy ... -1.30 eV
Highest occupied orbital energy ... -0.349 Eh

These are the Löwdin partial charges, in e, on atoms 1 to 6:
1. C -0.181
2. Si 0.444
3. C -0.157
4. C -0.182
5. C -0.219
6. C -0.247

---

- Among the records above, which one has the lowest LUMO energy?
  C11H18N2